1.
82
Properties=species:S:1:pos:R:3:forces:R:3 method="wB97M-V/def2-TZVPD" gap_ha="0.26389 / 0.18678" total_charge=+1 e_lumo_ev="-3.2 / -4.0"
Sc -1.699 0.263 -1.378 2.0 0.2 0.4
C -0.322 -1.697 -0.983 -0.9 -0.7 -0.2
C -1.438 -1.741 -0.098 -0.1 -1.0 -1.4
C -2.236 -1.825 -2.271 0.1 -0.7 0.4
C -0.818 -1.733 -2.323 -0.1 0.1 0.7
C -2.622 -1.857 -0.896 0.6 -0.2 0.0
C 1.064 -2.025 -0.555 0.4 0.2 0.0
H 1.284 -1.532 0.394 0.3 -0.1 -0.2
H 1.813 -1.724 -1.298 -0.1 -0.2 0.3
H 1.140 -3.118 -0.385 0.0 0.5 -0.1
C 0.043 -1.568 -3.525 0.3 0.0 -0.2
H 0.896 -0.935 -3.225 -0.2 -0.1 -0.6
H -0.539 -1.120 -4.342 0.4 0.0 0.1
H 0.465 -2.515 -3.893 -0.2 0.2 0.1
C -3.175 -1.967 -3.433 -0.2 0.4 -0.1
H -3.830 -2.858 -3.363 0.4 0.4 0.0
H -2.601 -2.025 -4.367 -0.3 0.0 0.2
H -3.820 -1.070 -3.453 0.0 -0.5 -0.4
C -3.905 -2.353 -0.331 -0.2 0.2 0.4
H -3.692 -3.261 0.250 -0.2 0.1 -0.2
H -4.622 -2.600 -1.109 -0.1 0.0 0.0
H -4.341 -1.629 0.366 -0.1 -0.2 -0.1
C -1.374 -2.105 1.333 0.0 0.3 0.8
H -2.121 -2.871 1.583 0.2 0.2 -0.1
H -1.569 -1.228 1.964 0.0 -0.4 0.2
H -0.378 -2.499 1.584 -0.4 0.1 0.0
C 2.880 0.487 1.788 0.6 0.0 0.7
C 3.148 -0.168 2.936 0.3 0.4 -1.6
C 2.252 -0.284 4.123 0.5 -0.6 1.0
C 1.679 1.008 4.744 0.2 -0.1 1.0
C 0.215 1.175 4.551 -1.0 0.3 -0.8
C -0.347 0.879 3.375 -0.4 0.3 0.2
C 0.379 0.593 2.071 -0.8 0.1 -0.3
C 1.647 1.333 1.585 -0.3 -0.1 0.1
H 2.856 -0.767 4.912 -0.3 0.2 -0.3
H 2.247 1.878 4.401 0.0 0.0 0.1
H 1.463 -1.024 3.902 0.1 0.4 0.2
H 1.746 2.341 2.028 0.1 -0.4 -0.2
H 3.586 0.440 0.943 -0.2 0.1 0.6
H 4.101 -0.702 2.991 -0.3 0.0 -0.1
H 1.505 1.467 0.496 0.2 0.1 0.3
H 0.632 -0.460 1.994 -0.3 -0.1 0.0
H -1.450 0.863 3.270 0.7 0.3 0.2
H -0.404 0.810 1.316 0.4 -0.5 0.3
H 1.792 0.943 5.843 0.4 0.1 -0.5
H -0.411 1.567 5.382 0.5 -0.6 -0.6
P -1.222 2.801 0.063 0.0 3.1 1.3
P -3.764 1.477 -1.072 -2.4 1.8 0.1
C -2.801 3.805 0.018 -0.3 -0.3 -0.2
C -3.710 3.349 -1.106 -0.1 -0.4 -0.3
H -2.536 4.871 -0.054 -0.1 -0.4 0.1
H -3.278 3.661 1.005 0.0 0.0 -0.6
H -4.742 3.703 -0.959 0.3 0.0 -0.2
H -3.355 3.671 -2.100 -0.1 0.0 0.4
C -4.988 1.242 -2.415 -0.3 -0.2 0.1
H -5.274 0.180 -2.494 0.0 0.5 0.0
H -4.517 1.567 -3.361 -0.3 -0.2 0.4
H -5.876 1.868 -2.214 0.3 -0.4 -0.2
C -4.745 1.382 0.504 0.0 -0.5 -0.2
H -5.492 2.182 0.541 0.0 -0.1 -0.1
H -4.086 1.489 1.373 0.0 -0.1 -0.2
H -5.250 0.410 0.573 0.1 0.2 0.0
C -0.182 4.002 -0.896 0.1 -0.5 -0.5
H 0.861 3.941 -0.572 -0.1 -0.1 -0.1
H -0.540 5.026 -0.741 0.1 -0.3 0.0
H -0.240 3.760 -1.956 0.2 0.2 -0.1
C -0.863 3.682 1.703 0.6 -0.8 0.7
H -1.767 3.763 2.316 0.2 -0.2 -0.2
H -0.511 4.705 1.517 -0.1 -0.4 -0.2
H -0.118 3.171 2.324 -0.2 0.2 -0.2
S 4.214 -0.710 -1.893 -0.8 0.8 -0.1
C 5.461 -1.810 -1.820 1.0 -0.9 -0.1
C 5.203 -3.212 -1.863 1.0 0.1 0.1
C 6.262 -4.116 -1.771 -0.6 0.0 0.0
C 7.575 -3.666 -1.630 0.2 0.5 0.0
C 7.855 -2.286 -1.626 -0.7 0.3 -0.1
C 6.812 -1.360 -1.734 0.3 -1.0 0.1
H 4.179 -3.544 -1.961 0.0 -0.1 0.0
H 6.053 -5.187 -1.801 0.1 0.3 0.0
H 8.395 -4.378 -1.514 -0.3 0.2 -0.1
H 8.875 -1.925 -1.535 -0.1 -0.1 0.0
H 6.998 -0.294 -1.747 0.0 0.0 0.0

=====

2.
85
Properties=species:S:1:pos:R:3:forces:R:3 method="wB97M-V/def2-TZVPD" gap_ha="0.21673 / 0.21788" total_charge=+2 e_lumo_ev="-6.6 / -6.6"
Ce -0.151 1.934 -0.468 1.1 -1.3 5.1
C 1.932 1.885 1.521 -0.9 -0.4 0.6
C 1.102 3.056 1.612 -0.8 -1.0 -0.1
C 0.022 1.299 2.666 -0.1 1.1 -0.7
C 1.286 0.831 2.237 0.4 1.0 -1.0
C -0.105 2.673 2.293 0.9 -0.5 -0.3
C 3.289 1.836 0.927 0.7 -0.1 -0.1
H 3.374 2.477 0.039 0.1 -0.1 0.1
H 3.556 0.815 0.621 0.0 0.2 0.1
H 4.060 2.175 1.637 -0.2 -0.1 -0.2
C 1.897 -0.453 2.671 0.1 -0.5 0.0
H 2.931 -0.554 2.321 -0.2 0.0 0.1
H 1.323 -1.311 2.300 0.1 0.0 0.1
H 1.913 -0.533 3.772 0.0 0.1 -0.4
C -0.896 0.533 3.543 -0.3 -0.4 0.3
H -0.489 0.469 4.569 -0.2 0.0 -0.3
H -1.021 -0.495 3.178 0.0 0.2 0.2
H -1.884 1.004 3.607 0.2 -0.1 0.1
C -1.220 3.603 2.617 -0.4 0.4 0.2
H -0.832 4.551 3.023 -0.2 -0.3 -0.1
H -1.895 3.177 3.372 0.1 0.2 -0.3
H -1.825 3.854 1.727 0.0 0.1 0.3
C 1.493 4.436 1.212 0.1 0.5 0.0
H 2.247 4.840 1.912 -0.2 -0.1 -0.3
H 0.633 5.121 1.240 0.3 -0.1 -0.1
H 1.940 4.467 0.203 -0.1 0.1 0.2
C 0.224 1.186 -2.749 1.6 0.0 -1.9
C 1.176 2.171 -2.432 0.4 -0.9 -2.3
C 1.083 3.580 -3.001 0.8 -0.1 -0.1
C -0.032 4.513 -2.439 -0.4 0.6 0.7
C -1.014 3.878 -1.458 -1.1 1.3 -0.8
C -1.921 2.886 -1.856 -1.2 0.9 -0.5
C -2.016 2.390 -3.298 -0.6 0.1 0.2
C -0.868 1.454 -3.771 0.1 -0.5 0.0
H 0.966 3.573 -4.097 0.0 -0.4 0.3
H -0.583 4.958 -3.289 0.1 -0.3 0.4
H 2.050 4.074 -2.817 -0.3 -0.2 -0.1
H -0.444 1.887 -4.694 0.1 -0.2 0.4
H 0.394 0.118 -2.510 0.3 0.6 0.0
H 2.163 1.890 -2.020 -0.6 0.0 0.0
H -1.308 0.488 -4.077 0.3 0.4 0.2
H -2.962 1.835 -3.425 0.3 0.3 0.2
H -2.810 2.659 -1.247 0.3 0.5 -0.1
H -2.091 3.232 -4.011 0.1 -0.2 0.5
H 0.462 5.366 -1.942 -0.3 -0.4 -0.1
H -1.175 4.459 -0.527 -0.1 -0.4 -0.4
P 2.268 -1.523 -1.244 0.2 0.1 0.0
C 3.249 -2.608 -0.140 -0.1 0.1 0.2
H 3.884 -3.287 -0.724 -0.1 0.1 0.2
H 2.551 -3.185 0.480 0.3 0.0 0.0
H 3.876 -1.989 0.517 -0.1 -0.3 -0.1
C 1.586 -2.780 -2.386 -0.2 0.0 0.0
H 2.390 -3.435 -2.749 -0.3 0.1 0.0
H 1.108 -2.277 -3.237 0.1 -0.2 0.1
H 0.828 -3.368 -1.855 0.2 0.0 -0.2
C 3.611 -0.867 -2.316 -0.1 0.2 0.1
H 3.167 -0.186 -3.052 0.2 -0.2 0.0
H 4.125 -1.690 -2.830 0.0 0.3 0.1
H 4.327 -0.302 -1.705 -0.1 -0.1 -0.2
P -3.091 -1.711 -0.075 -0.3 0.7 -0.4
C -3.262 -0.028 0.617 0.2 0.1 0.3
H -4.300 0.095 0.959 0.3 0.1 -0.1
H -3.049 0.735 -0.163 -0.2 -0.5 0.4
H -2.577 0.109 1.479 -0.4 -0.1 -0.4
C -2.969 -1.515 -1.880 0.2 -0.3 -0.1
H -2.770 -0.468 -2.151 -0.1 -0.3 0.1
H -3.906 -1.839 -2.349 0.2 0.1 0.1
H -2.148 -2.144 -2.246 -0.2 0.1 -0.1
C -4.590 -2.685 0.290 0.3 -0.2 0.2
H -5.470 -2.241 -0.198 0.4 0.0 0.1
H -4.757 -2.726 1.374 0.1 0.0 -0.2
H -4.457 -3.713 -0.076 0.0 0.3 0.0
O -1.180 -2.539 2.041 -1.5 0.5 -2.0
B -1.528 -2.586 0.666 2.0 -1.3 1.1
O -0.813 -3.615 0.005 -1.8 1.6 0.2
C -0.323 -4.380 1.037 0.3 -0.5 1.1
C 0.142 -5.681 0.977 0.1 -0.1 -0.1
C 0.265 -6.368 2.193 0.2 0.0 -0.4
C 0.041 -5.723 3.409 0.2 0.3 0.2
C -0.311 -4.369 3.462 0.0 0.1 0.1
C -0.544 -3.736 2.254 0.5 -1.2 -0.1
H 0.377 -6.133 0.013 -0.2 -0.1 0.3
H 0.548 -7.425 2.176 -0.1 0.5 0.0
H 0.156 -6.281 4.341 0.0 0.2 -0.3
H -0.423 -3.823 4.398 -0.1 -0.3 -0.2

=====

3.
91
Properties=species:S:1:pos:R:3:forces:R:3 method="wB97M-V/def2-TZVPD" gap_ha="0.19764 / 0.19750" total_charge=0 e_lumo_ev="0.2 / 0.2" spin_multiplicity=4
C -1.158 -0.649 -4.249 0.0 0.3 -0.1
C -0.753 -1.869 -3.477 0.6 -0.7 -0.3
H -0.806 -0.658 -5.288 -0.1 0.0 0.3
H -0.773 0.250 -3.746 -0.2 -0.2 -0.2
H -2.257 -0.570 -4.276 0.3 0.0 0.1
C -0.133 -2.930 -4.034 -0.8 0.4 0.6
C 0.281 -3.048 -5.458 0.2 0.0 -0.4
H 0.043 -3.833 -3.443 0.0 0.4 -0.1
H 0.327 -2.081 -5.974 0.0 -0.3 0.1
H -0.395 -3.713 -6.020 0.2 0.2 0.1
H 1.283 -3.496 -5.490 -0.1 0.0 -0.2
Nd 0.721 0.333 0.266 -2.1 -0.2 -0.2
Cl 2.063 2.283 -0.812 0.3 0.0 0.1
C 0.223 -2.540 2.006 0.5 1.2 -0.3
O 0.930 -1.507 1.817 -0.9 -1.5 0.3
N 0.592 -3.549 2.782 0.0 0.0 -0.1
C 1.912 -3.540 3.405 -0.1 -0.1 0.0
C -0.248 -4.728 2.982 0.0 0.0 -0.1
H -0.758 -2.638 1.511 0.2 -0.1 0.3
H 2.362 -2.557 3.250 -0.1 -0.2 0.1
H 2.549 -4.317 2.959 -0.2 0.2 0.1
H 1.801 -3.756 4.473 0.1 0.1 -0.2
H -1.266 -4.542 2.615 0.3 0.0 0.1
H -0.282 -4.965 4.052 0.0 0.1 -0.2
H 0.160 -5.593 2.437 -0.1 0.3 0.2
H 0.687 3.167 5.487 0.1 -0.1 -0.1
H -0.987 4.789 4.744 0.1 0.0 -0.4
C 1.218 3.243 4.534 -0.3 0.0 0.2
C -0.497 4.899 3.763 0.3 0.0 -0.2
N 0.289 3.691 3.500 0.2 0.2 0.0
H 1.634 2.275 4.251 -0.1 0.2 0.1
C 0.195 3.032 2.352 0.1 -1.7 -0.1
O 0.583 1.834 2.209 -0.1 1.8 -0.1
H -1.267 5.023 2.988 0.3 -0.1 0.3
H -0.246 3.601 1.513 -0.1 -0.4 0.4
H 2.026 3.976 4.648 -0.1 -0.1 -0.1
H 0.163 5.781 3.771 -0.3 -0.2 0.1
H 1.354 -0.740 -3.110 0.5 0.2 0.1
H 2.879 -3.356 -3.508 0.2 0.3 0.2
C 2.437 -0.539 -3.061 -0.8 0.2 -0.1
C 3.680 -2.709 -3.110 0.0 0.1 0.2
N 3.116 -1.609 -2.327 0.9 0.1 0.4
H 2.595 0.443 -2.582 0.0 -0.5 -0.1
C 3.369 -1.507 -1.013 -1.2 0.5 -0.3
O 2.769 -0.710 -0.254 1.3 -1.1 -0.8
H 4.337 -3.302 -2.457 -0.2 0.1 -0.3
H 4.120 -2.213 -0.626 -0.2 0.1 0.0
H 2.821 -0.532 -4.088 0.1 0.0 0.3
H 4.254 -2.309 -3.957 -0.1 -0.1 0.3
O -0.400 -0.687 -1.409 1.2 0.1 0.7
C -1.057 -1.768 -1.984 -0.7 0.1 0.5
C 0.513 -3.535 -1.087 0.1 -0.4 0.0
C -0.803 -3.089 -1.254 0.2 0.5 -0.2
H 1.335 -2.894 -1.438 -0.5 -0.4 0.3
C 0.759 -4.832 -0.609 -0.1 0.4 -0.1
H -2.140 -1.556 -1.897 0.0 -0.2 -0.1
C -1.867 -3.881 -0.827 0.1 -0.1 -0.3
H 1.791 -5.189 -0.503 -0.4 0.1 -0.1
C -0.319 -5.671 -0.309 -0.1 0.1 0.2
C -1.628 -5.180 -0.377 0.1 0.0 0.1
H -2.886 -3.490 -0.925 0.3 -0.2 0.1
H -0.139 -6.701 0.005 -0.1 0.3 -0.1
H -2.473 -5.809 -0.093 0.3 0.1 -0.1
Si -0.096 5.108 -2.262 -0.1 0.1 0.4
Cl -0.567 3.153 -2.953 0.3 0.7 -0.1
C 1.682 5.372 -1.732 0.3 -0.3 -0.2
C -1.140 5.209 -0.699 -0.2 0.0 -0.3
C -0.522 6.385 -3.590 -0.1 -0.3 -0.1
H 2.119 4.430 -1.385 -0.1 0.4 -0.1
H 1.720 6.066 -0.884 -0.1 0.0 -0.2
H 2.325 5.767 -2.527 -0.2 0.0 0.1
H 0.241 6.369 -4.387 -0.3 0.0 0.3
H -0.538 7.399 -3.163 0.0 -0.3 0.0
H -1.501 6.192 -4.049 0.2 0.1 0.1
H -1.055 4.262 -0.150 0.0 0.2 -0.2
H -2.205 5.341 -0.937 0.2 0.0 0.1
H -0.806 6.019 -0.041 -0.1 0.0 -0.1
Cl -3.210 3.223 1.415 -0.1 0.6 -0.7
C -2.982 2.114 2.696 0.3 -1.1 1.1
C -3.184 2.548 3.994 0.2 -0.4 0.4
C -3.016 1.665 5.074 -0.1 0.5 0.1
C -2.679 0.332 4.825 0.1 -0.2 -0.4
C -2.472 -0.115 3.526 -0.1 0.6 0.3
C -2.565 0.771 2.396 0.0 0.1 0.4
C -2.238 0.342 1.111 1.0 0.0 -0.7
H -3.460 3.587 4.179 0.0 -0.3 -0.1
H -3.150 2.029 6.096 0.0 -0.1 -0.3
H -2.571 -0.360 5.667 -0.1 0.2 -0.3
H -2.215 -1.163 3.340 -0.1 0.3 0.0
H -2.077 -0.720 0.959 -0.2 -0.1 -0.1
H -2.472 0.939 0.236 -0.2 -0.2 0.0

=====

| no. | strongest force on any atom (eV/A) | molar mass (g mol⁻¹) |
| --- | --- | --- |
| 1 | 3.3 | 547.69 |
| 2 | 5.3 | 654.60 |
| 3 | 2.2 | 794.42 |